[1]
Molecular formula: H5O2S
Method: DFT, the ωB97M-V functional and the def2-TZVPD basis

Its HOMO energy is -0.1168 Eh. For the energy relative to the best compared isomer or geometry (same formula, charge and spin), the calculation gives 20.9 kJ/mol. As for the charge: -1.

```
8
Properties=species:S:1:pos:R:3:forces:R:3:nbo_charge:R:1
S -0.408 -0.557 0.963 -0.2 -0.7 -0.2 -1.05
H 0.187 0.617 0.885 0.2 0.7 0.0 0.09
H -2.593 -0.084 -0.681 0.4 -0.3 0.6 0.50
H -2.336 1.192 -1.397 -0.2 -0.1 0.2 0.46
O -3.069 0.660 -1.056 -0.1 0.5 -0.7 -0.97
H 3.217 -0.682 -0.173 0.1 0.1 0.4 0.45
H 2.019 -0.615 0.701 -0.7 -0.1 0.5 0.50
O 2.984 -0.532 0.758 0.5 -0.1 -0.9 -0.98
```
Positions in Å, forces in eV/Å.

[2]
Molecular formula: C3H2FNO
Method: DFT, the ωB97M-V functional and the def2-TZVPD basis

Its HOMO energy is -0.3474 Eh. For the energy relative to the best compared isomer or geometry (same formula, charge and spin), the calculation gives 94.6 kJ/mol.

```
8
Properties=species:S:1:pos:R:3:forces:R:3:nbo_charge:R:1
C 0.617 0.022 -0.098 4.5 2.3 1.3 0.46
C -0.167 1.156 0.042 1.7 -3.9 -1.2 -0.01
C -1.250 -0.750 0.123 -0.2 -1.1 -2.8 0.28
H -0.117 2.156 -0.138 0.6 2.5 -0.1 0.21
H -2.136 -1.495 -0.038 1.6 2.2 0.6 0.22
N 0.013 -1.128 -0.081 -3.2 -0.5 1.3 -0.46
O -1.361 0.622 -0.022 -3.9 -2.1 1.6 -0.38
F 1.983 -0.034 0.056 -1.1 0.6 -0.7 -0.32
```
Positions in Å, forces in eV/Å.

[3]
Molecular formula: C23H30ClN3O
Method: DFT, the ωB97M-V functional and the def2-TZVPD basis

Its HOMO energy is -0.3095 Eh. For the energy relative to the best compared isomer or geometry (same formula, charge and spin), the calculation gives 0.0 kJ/mol. The SMILES is Cc1ccc(NC(=O)NCC2CCN(Cc3cc(C)ccc3Cl)CC2)c(C)c1.

```
58
Properties=species:S:1:pos:R:3:forces:R:3:nbo_charge:R:1
C 1.441 4.367 1.837 0.0 0.0 0.0 -0.63
C 1.933 3.311 0.896 0.1 0.0 0.0 -0.02
C 3.090 2.592 1.153 -0.1 0.0 0.0 -0.21
C 3.519 1.609 0.278 0.0 0.0 -0.2 -0.26
C 2.782 1.309 -0.863 -0.1 0.2 0.4 0.20
N 3.209 0.297 -1.741 0.0 0.3 -0.5 -0.66
C 3.343 -1.048 -1.465 0.1 0.1 0.1 0.79
O 3.476 -1.850 -2.367 -0.1 -0.3 -0.3 -0.66
N 3.352 -1.382 -0.142 0.0 0.2 0.3 -0.65
C 3.012 -2.725 0.262 -0.2 -0.4 0.0 -0.21
C 1.537 -2.861 0.678 0.2 0.3 -0.1 -0.23
C 0.605 -2.345 -0.419 -0.2 -0.3 0.1 -0.40
C -0.849 -2.418 0.030 0.2 0.2 -0.2 -0.22
N -1.011 -1.629 1.233 -0.2 -0.3 0.0 -0.45
C -2.399 -1.351 1.546 0.1 0.0 0.0 -0.22
C -2.941 -0.355 0.558 0.0 0.0 0.1 -0.05
C -3.996 -0.669 -0.285 0.1 0.2 0.0 -0.16
C -4.485 0.232 -1.224 0.0 0.1 0.0 -0.03
C -5.627 -0.156 -2.112 0.0 0.0 0.0 -0.63
C -3.888 1.481 -1.316 0.0 -0.1 0.0 -0.20
C -2.834 1.822 -0.486 0.1 0.0 0.1 -0.22
C -2.366 0.909 0.443 -0.2 -0.1 -0.2 -0.03
Cl -1.059 1.362 1.473 0.1 0.3 0.3 0.01
C -0.246 -2.198 2.319 0.2 0.2 0.1 -0.21
C 1.239 -2.107 1.975 -0.2 -0.4 0.0 -0.41
C 1.612 2.028 -1.141 0.0 -0.1 0.0 -0.04
C 0.801 1.715 -2.363 0.0 0.0 0.1 -0.64
C 1.218 3.020 -0.260 0.3 0.0 0.0 -0.19
H 1.260 5.300 1.306 0.0 0.1 0.0 0.22
H 2.162 4.549 2.630 0.0 0.1 0.1 0.21
H 0.500 4.052 2.288 -0.1 0.0 0.1 0.22
H 3.671 2.805 2.039 0.1 0.0 0.1 0.21
H 4.442 1.082 0.465 0.1 0.0 0.0 0.22
H 3.088 0.478 -2.728 0.1 -0.2 0.1 0.41
H 3.091 -0.654 0.508 0.0 0.0 -0.1 0.40
H 3.660 -3.020 1.094 0.0 -0.1 -0.1 0.19
H 3.220 -3.368 -0.596 0.0 0.0 0.2 0.24
H 1.336 -3.926 0.841 0.0 0.0 0.0 0.20
H 0.749 -2.917 -1.337 0.0 0.0 -0.1 0.22
H 0.835 -1.298 -0.628 0.0 0.1 -0.1 0.20
H -1.496 -2.002 -0.748 0.0 -0.1 0.0 0.21
H -1.142 -3.472 0.196 -0.1 0.0 0.0 0.16
H -2.437 -0.914 2.549 0.0 -0.1 0.0 0.22
H -3.024 -2.261 1.545 0.0 0.1 0.0 0.17
H -4.451 -1.647 -0.207 0.0 -0.1 0.0 0.20
H -5.351 -1.007 -2.734 0.0 0.0 -0.1 0.22
H -5.915 0.668 -2.760 -0.1 0.0 -0.1 0.22
H -6.490 -0.448 -1.515 -0.1 0.0 0.0 0.22
H -4.247 2.197 -2.040 0.0 0.1 -0.1 0.21
H -2.379 2.797 -0.553 0.1 0.1 0.0 0.22
H -0.445 -1.624 3.228 0.0 0.0 0.0 0.20
H -0.522 -3.252 2.511 0.0 0.0 0.0 0.16
H 1.486 -1.050 1.858 0.0 0.1 0.0 0.20
H 1.834 -2.513 2.796 0.1 0.0 0.0 0.21
H 1.326 2.030 -3.266 0.0 0.0 -0.1 0.21
H 0.612 0.644 -2.438 0.0 -0.1 -0.1 0.23
H -0.156 2.230 -2.328 -0.1 0.0 0.0 0.22
H 0.317 3.579 -0.471 -0.1 0.0 0.0 0.20
```
Positions in Å, forces in eV/Å.

[4]
Molecular formula: C20H38F2N4O14S
Method: DFT, the ωB97M-V functional and the def2-TZVPD basis

Its HOMO energy is -0.3575 Eh. For the energy relative to the best compared isomer or geometry (same formula, charge and spin), the calculation gives 0.0 kJ/mol. The SMILES is O=C1OC[C@@H](F)O1.O=C1OC[C@@H](F)O1.O=S1(=O)OCCO1.CNC(C)=O.CNC(C)=O.CNC(C)=O.CNC(C)=O.

```
79
Properties=species:S:1:pos:R:3:forces:R:3:lowdin_charge:R:1
O -5.552 0.654 4.521 -0.2 -0.7 -0.2 0.19
C -4.739 0.459 3.685 0.2 1.1 0.7 -0.54
O -4.182 1.471 2.975 0.4 -0.4 0.2 0.09
C -3.173 0.945 2.146 -0.5 -0.1 -2.2 -0.08
C -3.147 -0.551 2.424 1.1 0.4 0.9 -0.27
F -1.934 -0.878 3.025 -0.5 -0.1 -0.1 0.03
O -4.176 -0.739 3.362 0.0 -0.2 -0.7 0.14
H -3.474 1.078 1.095 -0.2 0.0 0.2 0.14
H -2.210 1.448 2.161 0.1 -0.2 0.9 0.11
H -3.209 -1.197 1.549 -0.4 -0.1 0.2 0.16
O -3.758 2.960 -4.594 0.5 -0.3 -0.6 0.20
C -4.569 2.121 -4.421 -1.1 1.3 1.1 -0.56
O -5.590 2.275 -3.515 1.1 -0.5 0.3 0.06
C -6.021 0.963 -3.148 -0.2 0.4 -1.2 -0.06
C -5.775 0.216 -4.465 -1.4 0.5 -0.1 -0.27
F -6.891 0.367 -5.277 0.3 0.3 0.0 0.04
O -4.705 0.938 -5.040 0.2 -1.5 -0.2 0.14
H -5.407 0.516 -2.364 -0.2 0.3 0.3 0.13
H -7.074 1.111 -2.931 0.0 -0.7 0.3 0.14
H -5.692 -0.870 -4.426 1.0 0.2 0.1 0.17
O -0.236 7.065 1.949 0.3 -1.2 -0.9 -0.22
S 0.324 5.943 1.254 0.3 0.4 -0.4 0.63
O 1.641 6.013 0.683 -0.7 0.0 0.6 -0.23
O 0.196 4.647 2.172 0.0 0.6 -0.1 -0.18
C 0.023 3.504 1.339 -0.5 -1.1 0.1 -0.18
C -0.385 3.959 -0.067 0.3 1.1 0.3 -0.15
O -0.640 5.377 0.093 0.0 0.6 0.4 -0.20
H 0.922 2.894 1.357 0.0 0.0 -0.1 0.13
H -0.815 2.938 1.737 0.3 -0.1 0.4 0.10
H -1.332 3.556 -0.403 0.1 -0.3 -0.1 0.12
H 0.423 3.814 -0.781 -0.2 0.0 -0.2 0.11
C 2.408 1.321 -2.764 -1.0 0.1 0.1 -0.06
N 2.087 2.692 -3.108 0.2 0.3 1.1 0.01
C 1.765 3.306 -4.264 -0.5 -0.4 -1.0 -0.56
C 1.645 2.460 -5.528 0.6 0.0 -0.1 -0.01
O 1.483 4.490 -4.309 0.2 -0.1 0.2 0.04
H 2.055 0.658 -3.552 0.6 -0.1 -0.1 0.08
H 1.799 1.044 -1.898 0.1 0.0 0.1 0.07
H 3.447 1.206 -2.459 0.1 -0.2 -0.5 0.08
H 2.064 3.329 -2.322 0.1 0.1 -0.1 0.13
H 1.886 3.127 -6.352 -0.4 0.0 -0.1 0.08
H 0.632 2.065 -5.606 -0.1 0.2 -0.1 0.08
H 2.326 1.613 -5.646 0.0 0.0 0.5 0.07
C 4.437 -3.219 -0.485 0.1 -0.3 -0.2 -0.07
N 4.847 -3.001 0.885 0.9 -0.7 -0.1 0.01
C 4.280 -2.149 1.745 -1.6 0.4 1.0 -0.55
C 4.846 -2.019 3.153 0.3 0.7 -0.8 0.01
O 3.271 -1.495 1.487 0.5 -0.2 -0.6 0.01
H 5.056 -4.003 -0.921 0.0 -0.1 0.3 0.08
H 4.640 -2.346 -1.104 -0.5 0.2 0.1 0.09
H 3.408 -3.574 -0.529 -0.1 0.4 -0.2 0.08
H 5.498 -3.670 1.259 0.1 0.2 0.1 0.13
H 5.838 -2.450 3.279 -0.1 -0.2 0.2 0.08
H 4.121 -2.318 3.901 0.0 -0.5 -0.1 0.06
H 4.908 -0.936 3.272 0.3 0.0 0.1 0.09
C -1.397 0.834 -2.436 -0.2 0.8 -0.2 -0.06
N -0.819 -0.289 -1.745 0.4 -1.4 -0.7 0.01
C -0.285 -0.293 -0.508 -0.4 1.8 0.6 -0.53
C 0.315 -1.574 0.043 -0.2 1.1 -0.3 0.01
O -0.320 0.767 0.130 0.3 -0.6 0.2 0.02
H -1.164 0.865 -3.502 -0.2 -0.7 -0.1 0.09
H -0.995 1.804 -2.150 0.1 -0.2 0.7 0.07
H -2.477 0.865 -2.276 -0.1 0.1 -0.2 0.08
H -0.905 -1.197 -2.177 0.1 0.2 -0.2 0.14
H -0.494 -2.143 0.498 0.2 -0.3 -0.1 0.08
H 1.020 -1.251 0.803 0.1 -0.2 0.0 0.06
H 0.842 -2.092 -0.756 -0.1 -0.4 0.1 0.08
C 0.683 -3.286 3.135 1.3 -0.4 -0.9 -0.06
N 1.579 -3.973 4.074 -0.8 0.1 -0.1 0.01
C 1.497 -5.310 4.266 -0.1 -0.8 0.7 -0.56
C 2.545 -5.931 5.176 0.6 1.3 0.1 -0.01
O 0.664 -6.006 3.720 -0.1 -0.1 -0.4 0.04
H 1.327 -3.062 2.279 -0.1 1.0 0.2 0.05
H 0.234 -2.415 3.594 -0.2 0.1 -0.2 0.08
H -0.013 -3.945 2.622 -0.4 -0.3 1.0 0.08
H 2.043 -3.405 4.759 0.2 0.0 0.0 0.12
H 3.503 -5.499 4.865 0.2 -0.6 -0.2 0.07
H 2.526 -7.011 5.146 0.0 0.0 -0.1 0.08
H 2.500 -5.581 6.211 -0.5 -0.1 0.0 0.08
```
Positions in Å, forces in eV/Å.

[5]
Molecular formula: C18H24B2F2INO8
Method: DFT, the ωB97M-V functional and the def2-TZVPD basis

Its HOMO energy is -0.3058 Eh.

```
56
Properties=species:S:1:pos:R:3:forces:R:3:lowdin_charge:R:1
C -1.483 3.195 -1.323 -0.1 -0.6 -0.3 0.07
C -1.954 2.009 -1.803 0.0 1.6 0.0 -0.18
O -2.944 1.290 -1.115 2.6 -1.7 0.8 0.06
C -2.547 0.214 -0.348 -1.6 -0.5 1.4 -0.38
O -3.274 -0.181 0.533 0.8 0.3 -1.3 0.19
C -1.236 -0.517 -0.588 0.1 0.7 -0.4 0.02
C -0.331 -0.718 0.465 -1.5 0.8 0.7 -0.11
C -0.538 -0.199 1.872 0.7 0.5 -0.1 -0.11
C 0.644 0.678 2.339 -0.3 0.7 -0.1 -0.29
C 0.781 1.988 1.521 -0.2 -0.7 0.6 -0.61
I -0.317 3.540 2.529 0.1 0.0 -0.4 0.91
C 0.786 -1.416 0.208 1.2 -0.5 0.5 0.04
N 1.115 -1.905 -1.000 0.0 0.2 1.0 0.03
C 2.386 -2.646 -1.093 0.1 -0.1 -0.7 0.03
B 3.580 -1.852 -1.829 0.4 0.4 -0.7 -0.59
O 4.035 -2.346 -3.050 -0.1 -0.4 1.0 0.14
O 4.186 -0.736 -1.294 -0.3 -0.8 0.4 0.17
C 0.284 -1.690 -2.018 -0.1 -0.9 -1.6 -0.15
C 0.644 -2.178 -3.400 1.3 0.1 0.3 -0.08
C 1.381 -1.051 -4.221 -1.1 0.1 -0.2 -0.18
C 1.473 0.324 -3.545 0.6 0.0 -0.2 -0.07
C -0.916 -1.016 -1.840 -0.5 0.2 -0.2 -0.12
C -1.833 -0.860 -3.032 -0.5 0.0 0.3 0.00
H -1.698 4.065 -1.946 1.9 -0.2 -0.7 0.08
H -0.900 3.299 -0.413 -1.7 0.5 1.0 -0.01
H -1.552 1.666 -2.753 -1.7 0.1 -0.7 0.09
H -1.430 0.424 1.899 -0.1 -0.3 0.3 0.11
H -0.607 -1.031 2.577 -0.4 0.1 -0.1 0.14
H 1.602 0.147 2.334 -0.1 -0.1 0.0 0.10
H 0.408 0.968 3.366 0.3 -0.5 0.1 0.06
H 0.362 1.842 0.524 0.2 0.3 -0.1 0.01
H 1.819 2.304 1.478 -0.1 0.1 -0.2 0.04
H 1.471 -1.594 1.027 0.1 -0.1 -0.2 0.16
H 2.217 -3.570 -1.646 -0.1 0.0 0.1 0.12
H 2.702 -2.925 -0.087 -0.2 0.2 0.0 0.13
H 4.786 -2.928 -2.869 0.2 0.1 -0.6 0.13
H 4.944 -0.999 -0.755 0.1 0.5 0.1 0.12
H 1.340 -3.017 -3.331 -0.1 0.0 0.1 0.11
H -0.224 -2.568 -3.919 0.0 0.2 0.0 0.11
H 2.358 -1.408 -4.539 0.0 0.1 0.2 0.10
H 0.793 -0.906 -5.133 0.2 0.0 0.0 0.11
H 2.046 0.338 -2.611 -0.1 -0.1 -0.1 0.07
H 0.506 0.787 -3.343 0.0 -0.2 0.0 0.06
H 2.001 0.988 -4.235 0.0 0.0 0.1 0.09
H -2.825 -0.524 -2.723 0.2 0.0 0.0 0.10
H -1.451 -0.120 -3.737 0.0 -0.3 -0.1 0.09
H -1.993 -1.814 -3.534 0.1 0.1 -0.1 0.10
B -2.931 2.392 6.037 -0.8 0.9 0.0 -1.06
O -3.082 1.468 7.198 0.5 -0.2 -0.4 0.22
C -2.188 0.503 7.089 -0.7 -0.1 1.0 -0.42
O -2.042 -0.407 7.859 0.2 -0.1 -0.1 0.13
C -1.375 0.735 5.824 0.5 0.2 -0.9 -0.41
O -0.473 0.040 5.415 0.0 -0.1 0.0 0.10
O -1.809 1.822 5.229 0.1 -0.4 0.2 0.15
F -2.601 3.673 6.471 0.1 -0.2 -0.1 0.14
F -4.097 2.422 5.279 0.2 -0.1 0.0 0.14
```
Positions in Å, forces in eV/Å.

[6]
Molecular formula: C9H8BrClO3S
Method: DFT, the ωB97M-V functional and the def2-TZVPD basis

Its HOMO energy is -0.3185 Eh.

```
23
Properties=species:S:1:pos:R:3:forces:R:3:nbo_charge:R:1
C 2.182 2.470 0.512 0.5 2.2 -1.4 -0.17
C 2.276 2.021 -0.833 -0.7 0.4 1.5 -0.22
C 1.677 1.652 1.487 0.8 0.2 2.4 -0.22
C 1.808 0.770 -1.145 0.8 -0.7 -1.2 -0.14
C 1.236 0.374 1.170 0.8 0.9 0.0 -0.15
C 1.360 -0.081 -0.129 -0.6 0.8 0.0 -0.21
C 0.754 -1.337 -0.529 1.7 -1.4 -2.1 0.80
C -2.933 -2.373 0.123 1.1 0.9 -1.3 -0.79
C -1.385 0.402 -0.604 -1.7 -0.3 -0.1 -0.60
O 1.125 -2.026 -1.457 -1.0 0.9 1.8 -0.50
O -1.790 -0.607 1.890 0.0 0.5 0.8 -0.87
O -0.271 -1.779 0.311 -1.6 -0.5 0.2 -0.73
S -1.657 -0.937 0.521 -0.6 -1.8 -1.3 1.95
Cl -1.411 -0.306 -2.284 -0.1 0.3 0.7 -0.05
Br -3.115 1.374 -0.305 0.5 -0.1 -0.2 0.01
H 2.418 3.582 0.699 -0.1 -2.0 0.0 0.22
H 2.600 2.699 -1.595 0.2 0.2 -0.3 0.22
H 1.775 1.955 2.597 -0.6 -0.3 -2.0 0.23
H 1.818 0.437 -2.215 -0.1 0.1 1.2 0.24
H 0.802 -0.169 1.971 -0.3 -0.8 0.3 0.23
H -2.709 -3.215 0.730 0.2 -0.3 1.1 0.25
H -4.007 -2.245 -0.084 0.5 1.0 0.9 0.26
H -2.553 -2.661 -0.831 0.4 -0.2 -1.0 0.24
```
Positions in Å, forces in eV/Å.